Record 1
This record from OMol25 describes a structure of composition C30H25AuFN3O2 at a distorted geometry. The level of theory is ωB97M-V/def2-TZVPD.

Geometry as ORCA input:
```
! RIJCOSX wB97M-V def2-TZVPD def2/J DEFGRID3
* xyz 2 1
Au 0.076 -0.579 0.679
C 2.916 -3.912 -0.804
O 2.498 -4.136 0.551
C 1.571 -3.247 0.823
N 1.223 -2.445 -0.123
C 1.942 -2.821 -1.331
C 2.629 -1.659 -1.990
C 2.581 -1.512 -3.368
C 3.222 -0.436 -3.970
C 3.889 0.509 -3.195
C 3.942 0.364 -1.819
C 3.328 -0.726 -1.217
C 0.944 -3.167 2.142
C 1.160 -4.052 3.196
C 0.469 -3.840 4.383
C -0.388 -2.752 4.498
C -0.520 -1.903 3.403
N 0.116 -2.134 2.264
C -1.259 -0.640 3.417
N -0.995 0.279 2.559
C -1.828 1.434 2.838
C -2.687 0.931 4.037
O -2.159 -0.372 4.329
C -2.636 1.833 1.633
C -2.980 3.170 1.434
C -3.738 3.530 0.335
C -4.129 2.568 -0.589
C -3.769 1.239 -0.402
C -3.043 0.870 0.713
H 2.839 -4.851 -1.349
H 3.961 -3.585 -0.794
H 1.218 -3.254 -2.032
H 2.051 -2.240 -3.968
H 3.209 -0.342 -5.045
H 4.382 1.344 -3.668
H 4.465 1.083 -1.207
H 3.398 -0.865 -0.147
H 1.844 -4.879 3.075
H 0.610 -4.508 5.219
H -0.935 -2.546 5.403
H -1.178 2.268 3.130
H -3.742 0.812 3.773
H -2.594 1.548 4.930
H -2.656 3.918 2.143
H -4.027 4.560 0.201
H -4.706 2.854 -1.454
H -4.063 0.491 -1.121
H -2.792 -0.170 0.874
F -1.478 3.753 -4.823
C -1.036 3.106 -3.758
C -0.973 3.770 -2.531
C -0.488 3.100 -1.437
C -0.014 1.767 -1.541
C 0.694 1.171 -0.440
C -0.118 1.120 -2.799
C -0.617 1.778 -3.895
H -1.265 4.808 -2.478
H -0.405 3.618 -0.493
H 0.888 1.885 0.354
H 1.606 0.676 -0.779
H 0.226 0.101 -2.900
H -0.678 1.314 -4.865
*
```

Calculated values
Strongest force on any atom, hartree/bohr: 0.024
E_LUMO (spin up / spin down), eV: -8.455 / -8.026
Kohn-Sham gap (spin up / spin down), eV: 5.827 / 6.345

***

Record 2
This record from OMol25 describes a structure of composition C30H25BN3O3S2V at a distorted geometry. The level of theory is ωB97M-V/def2-TZVPD.

Geometry as ORCA input:
```
! RIJCOSX wB97M-V def2-TZVPD def2/J DEFGRID3
* xyz 3 2
V 0.855 -0.136 0.688
S -0.398 6.593 2.289
C 0.640 7.697 1.534
C 1.466 7.102 0.621
C 1.237 5.715 0.532
C 0.245 5.279 1.382
C -0.255 3.927 1.556
C 0.454 2.836 1.027
N 0.046 1.570 1.159
C -1.162 1.299 1.836
C -1.913 2.316 2.399
C -3.130 1.958 3.089
C -3.530 0.670 3.189
C -2.756 -0.398 2.602
C -3.101 -1.754 2.651
C -2.305 -2.733 2.055
C -1.136 -2.290 1.408
N -0.795 -1.002 1.344
C -1.591 -0.059 1.928
C -2.638 -4.147 2.084
C -1.911 -5.206 1.588
C -2.537 -6.451 1.791
C -3.733 -6.318 2.442
S -4.098 -4.705 2.805
C -1.444 3.633 2.247
H 0.605 8.742 1.802
H 2.196 7.643 0.039
H 1.775 5.075 -0.154
H 1.378 3.000 0.488
H -3.723 2.748 3.532
H -4.443 0.419 3.712
H -4.007 -2.043 3.170
H -0.471 -2.999 0.937
H -0.952 -5.110 1.097
H -2.133 -7.401 1.479
H -4.418 -7.102 2.725
H -2.030 4.444 2.664
C 4.473 -3.334 -1.633
N 3.773 -2.431 -0.696
C 4.594 -1.671 0.267
C 2.495 -2.289 -0.764
C 1.653 -3.055 -1.717
O 1.913 -1.429 0.086
H 5.527 -3.342 -1.379
H 4.357 -2.978 -2.655
H 4.082 -4.346 -1.553
H 5.514 -2.219 0.441
H 4.068 -1.563 1.210
H 4.839 -0.693 -0.147
H 1.791 -4.126 -1.556
H 1.955 -2.829 -2.740
H 0.605 -2.794 -1.603
O 0.987 -0.129 -2.389
B 0.362 0.472 -1.338
O -0.502 1.460 -1.665
C -0.447 1.496 -3.069
C -1.139 2.314 -3.930
C -0.870 2.128 -5.281
C 0.045 1.172 -5.725
C 0.738 0.352 -4.839
C 0.456 0.548 -3.508
H -1.846 3.052 -3.579
H -1.385 2.741 -6.007
H 0.224 1.063 -6.786
H 1.449 -0.386 -5.181
*
```

Calculated values
Strongest force on any atom, hartree/bohr: 0.027
⟨S²⟩: 0.774
E_LUMO (spin up / spin down), eV: -11.156 / -10.620
Energy relative to the best compared isomer or geometry (same formula, charge and spin), kcal/mol: 6.93
Kohn-Sham gap (spin up / spin down), eV: 4.163 / 4.708

***

Record 3
This record from OMol25 describes a structure of composition C30H25ClLaN4O3SSeTe at a distorted geometry. The level of theory is ωB97M-V/def2-TZVPD.

Geometry as ORCA input:
```
! RIJCOSX wB97M-V def2-TZVPD def2/J DEFGRID3
* xyz 1 1
La -1.223 -0.518 0.538
N -0.998 -0.109 3.083
C -1.002 -1.562 3.173
C 0.137 -2.268 2.873
C 0.092 -3.634 2.931
C -1.082 -4.272 3.226
C -2.268 -3.568 3.407
C -2.216 -2.193 3.386
S -0.965 -6.070 3.235
O -2.104 -6.527 4.002
O -0.992 -6.322 1.790
O 0.347 -6.260 3.799
H -1.795 0.317 3.540
H -0.194 0.334 3.536
H 1.064 -1.752 2.679
H 0.994 -4.279 2.847
H -3.176 -4.089 3.635
H -3.090 -1.572 3.665
Te 2.072 0.448 0.660
C 3.599 -0.492 -0.450
C 3.508 -1.207 -1.648
C 4.618 -1.842 -2.182
C 5.830 -1.830 -1.510
C 5.929 -1.090 -0.331
C 4.859 -0.389 0.179
C 2.217 2.356 -0.273
C 2.455 2.392 -1.675
C 2.715 3.613 -2.242
C 2.734 4.770 -1.477
C 2.354 4.736 -0.154
C 2.144 3.492 0.461
H 2.589 -1.325 -2.195
H 4.468 -2.338 -3.172
H 6.713 -2.391 -1.883
H 6.886 -1.109 0.166
H 4.941 0.132 1.121
H 2.592 1.505 -2.301
H 3.007 3.725 -3.267
H 2.959 5.737 -1.916
H 2.351 5.632 0.447
H 2.127 3.436 1.541
Cl -4.097 -0.416 1.563
C -4.092 -0.472 -0.162
C -4.830 0.453 -0.889
C -4.795 0.472 -2.256
C -4.006 -0.426 -2.939
C -3.255 -1.325 -2.256
C -3.389 -1.487 -0.834
C -2.603 -2.514 -0.176
H -5.455 1.143 -0.356
H -5.402 1.172 -2.821
H -4.070 -0.366 -4.019
H -2.648 -2.042 -2.779
H -2.223 -3.272 -0.844
H -2.946 -2.969 0.766
Se -1.163 3.899 1.832
N -0.886 4.819 0.418
C -0.931 3.981 -0.600
C -0.733 4.270 -1.998
C -0.823 3.262 -2.875
C -1.041 1.918 -2.404
N -1.170 1.579 -1.173
C -1.138 2.568 -0.232
N -1.312 2.325 1.031
H -0.481 5.271 -2.226
H -0.720 3.426 -3.921
H -0.986 1.116 -3.092
*
```

Calculated values
Strongest force on any atom, hartree/bohr: 0.048
E_LUMO, eV: -5.183
Energy relative to the best compared isomer or geometry (same formula, charge and spin), kcal/mol: 30.99
Kohn-Sham gap, eV: 4.495

***

Record 4
This record from OMol25 describes a structure of composition C30H26CeN7O3S at a distorted geometry. The level of theory is ωB97M-V/def2-TZVPD.

Geometry as ORCA input:
```
! RIJCOSX wB97M-V def2-TZVPD def2/J DEFGRID3
* xyz 0 2
Ce 2.447 -20.831 -4.344
N 4.316 -20.024 -0.117
C 3.692 -20.116 -1.301
S 4.077 -21.561 -2.209
N 2.871 -19.103 -1.559
N 2.253 -19.028 -2.756
C 1.720 -17.875 -3.211
C 2.035 -16.569 -2.657
C 2.333 -15.465 -3.458
C 2.558 -14.221 -2.893
C 2.478 -14.051 -1.516
C 2.232 -15.136 -0.713
C 2.062 -16.391 -1.266
C 0.855 -17.986 -4.351
C -0.168 -17.074 -4.631
C -0.914 -17.229 -5.798
C -0.697 -18.293 -6.647
C 0.202 -19.259 -6.222
N 0.949 -19.102 -5.132
H 4.897 -20.782 0.219
H 4.042 -19.312 0.546
H 2.381 -15.638 -4.535
H 2.870 -13.387 -3.524
H 2.630 -13.073 -1.052
H 2.199 -15.013 0.371
H 1.965 -17.268 -0.641
H -0.353 -16.289 -3.924
H -1.716 -16.531 -6.010
H -1.243 -18.415 -7.573
H 0.318 -20.202 -6.770
C 4.591 -18.120 -8.576
C 5.272 -19.476 -8.542
C 5.703 -20.041 -7.141
C 6.263 -21.450 -7.562
C 6.815 -22.331 -6.457
C 6.840 -19.191 -6.497
O 7.920 -19.051 -7.087
N 6.609 -18.567 -5.268
C 5.453 -18.735 -4.459
O 5.388 -18.179 -3.371
N 4.455 -19.520 -5.001
C 4.504 -20.192 -6.182
O 3.553 -21.019 -6.440
H 4.635 -17.723 -9.599
H 5.132 -17.405 -7.923
H 3.567 -18.179 -8.206
H 6.212 -19.386 -9.122
H 4.606 -20.205 -9.054
H 7.062 -21.283 -8.304
H 5.428 -21.987 -8.076
H 7.646 -21.858 -5.923
H 7.138 -23.310 -6.872
H 6.015 -22.548 -5.731
H 7.313 -17.980 -4.845
N -5.347 -27.460 -4.876
C -4.440 -26.711 -4.801
C -3.348 -25.840 -4.714
C -2.091 -26.242 -5.240
C -1.050 -25.346 -5.186
C -1.267 -24.067 -4.615
C -2.533 -23.646 -4.103
C -3.578 -24.571 -4.112
C -0.230 -23.172 -4.515
C 0.693 -22.311 -4.419
H -1.998 -27.239 -5.690
H -0.037 -25.582 -5.547
H -2.646 -22.651 -3.697
H -4.581 -24.366 -3.710
*
```

Calculated values
Strongest force on any atom, hartree/bohr: 0.117
⟨S²⟩: 0.751
E_LUMO (spin up / spin down), eV: -1.142 / -1.137
Energy relative to the best compared isomer or geometry (same formula, charge and spin), kcal/mol: 0.00
Kohn-Sham gap (spin up / spin down), eV: 6.882 / 6.893

***

Record 5
This record from OMol25 describes a structure of composition C30H27AsCl3HgN4O2S3 at a distorted geometry. The level of theory is ωB97M-V/def2-TZVPD.

Geometry as ORCA input:
```
! RIJCOSX wB97M-V def2-TZVPD def2/J DEFGRID3
* xyz -2 2
Hg 0.242 0.585 -0.881
Cl 4.771 0.790 5.044
C 3.676 0.375 3.737
C 2.945 1.358 3.114
C 2.152 1.024 2.029
Cl 1.329 2.365 1.265
C 2.072 -0.288 1.479
O 1.537 -0.584 0.328
C 2.682 -1.275 2.307
Cl 2.161 -3.265 2.444
C 3.554 -0.939 3.315
H 2.994 2.387 3.441
H 4.066 -1.721 3.869
S -0.295 2.935 -4.920
C 0.120 2.238 -3.454
S 1.652 2.301 -2.711
S -1.156 1.347 -2.621
O -1.941 -2.376 -1.552
As -0.534 -3.085 -2.021
C -0.882 -4.867 -2.708
C -1.556 -5.742 -1.860
C -1.823 -7.040 -2.265
C -1.415 -7.475 -3.520
C -0.731 -6.611 -4.362
C -0.460 -5.309 -3.955
C 0.370 -2.149 -3.435
C 1.571 -1.487 -3.214
C 2.097 -0.663 -4.201
C 1.416 -0.486 -5.395
C 0.212 -1.143 -5.614
C -0.311 -1.974 -4.638
C 0.658 -3.317 -0.523
C 1.883 -3.772 -0.831
C 3.032 -4.105 -0.007
C 3.493 -4.048 1.239
C 0.242 -3.026 2.069
C -0.003 -3.039 0.757
H -1.865 -5.406 -0.877
H -2.344 -7.715 -1.597
H -1.623 -8.490 -3.837
H -0.401 -6.949 -5.337
H 0.089 -4.644 -4.610
H 2.089 -1.587 -2.267
H 3.007 -0.112 -4.008
H 1.800 0.201 -6.137
H -0.340 -0.973 -6.529
H -1.282 -2.434 -4.786
H 2.074 -3.977 -1.883
H 3.837 -4.542 -0.606
H 3.427 -3.441 3.963
H 1.788 -4.721 2.778
H -1.063 -2.821 0.619
C -5.780 -1.282 2.359
C -4.645 -1.822 3.224
C -3.879 -2.912 2.494
C -3.733 -0.697 3.718
N -3.160 0.159 2.685
C -2.005 0.095 2.004
N -1.926 1.150 1.223
N -3.069 1.841 1.420
N -3.809 1.264 2.290
H -6.504 -2.073 2.152
H -5.395 -0.927 1.402
H -6.301 -0.451 2.839
H -5.071 -2.246 4.141
H -3.484 -2.543 1.547
H -4.551 -3.740 2.254
H -3.053 -3.304 3.091
H -2.897 -1.107 4.286
H -4.298 -0.024 4.363
H -1.246 -0.664 2.136
*
```

Calculated values
Strongest force on any atom, hartree/bohr: 0.029
⟨S²⟩: 0.754
E_LUMO (spin up / spin down), eV: 4.015 / 4.009
Energy relative to the best compared isomer or geometry (same formula, charge and spin), kcal/mol: 305.29
Kohn-Sham gap (spin up / spin down), eV: 6.024 / 6.018

***

Record 6
This record from OMol25 describes a cluster of 3 separate species, C30H27BFN4O14P in total at a distorted geometry. The level of theory is ωB97M-V/def2-TZVPD.

Geometry as ORCA input:
```
! RIJCOSX wB97M-V def2-TZVPD def2/J DEFGRID3
* xyz 0 1
C 1.458 7.438 -1.808
C 0.883 6.457 -1.348
C 0.621 5.021 -0.816
C 0.755 4.704 0.643
C 0.490 3.274 1.103
C 0.120 2.188 0.138
B -0.102 0.683 0.675
O 1.037 -0.180 0.755
O -1.362 0.153 1.109
C -0.010 2.477 -1.328
P -0.456 1.309 -2.680
O -1.782 1.722 -3.263
O -0.577 -0.303 -2.279
O 0.660 1.408 -3.962
C 0.240 3.924 -1.755
C 0.124 4.348 -3.292
O -0.917 4.764 -3.745
N 1.342 4.232 -4.119
C 1.966 5.519 -4.402
O 3.121 5.709 -4.116
F 1.257 6.528 -5.056
C 0.673 3.059 2.667
O -0.070 2.398 3.368
C 1.911 3.865 3.276
O 2.797 3.341 4.222
C 2.879 1.900 4.183
C 3.415 1.290 2.820
C 4.450 2.206 2.030
C 2.154 5.174 2.853
C 3.375 6.006 3.472
N 3.700 7.171 2.605
C 1.202 5.784 1.735
O 0.821 6.941 1.728
H 2.078 8.252 -2.275
H 0.781 -1.082 0.416
H -1.709 -0.315 0.312
H 0.260 -0.649 -1.883
H 1.571 1.288 -3.597
H 1.123 3.796 -5.033
H 3.635 1.606 4.989
H 1.907 1.400 4.515
H 3.799 0.240 3.036
H 2.515 1.137 2.130
H 3.877 2.735 1.204
H 5.163 1.497 1.489
H 5.057 2.897 2.681
H 4.285 5.322 3.488
H 3.081 6.370 4.503
H 2.989 7.903 2.730
H 3.722 6.857 1.630
C -4.431 -4.810 1.418
C -3.969 -3.979 0.403
C -2.689 -3.445 0.470
C -1.878 -3.754 1.558
C -2.335 -4.578 2.581
C -3.617 -5.106 2.507
N -0.519 -3.215 1.622
O -0.154 -2.476 0.713
O 0.175 -3.529 2.568
H -5.429 -5.229 1.359
H -4.605 -3.751 -0.441
H -2.340 -2.799 -0.327
H -1.709 -4.818 3.432
H -3.983 -5.751 3.297
C -2.042 -9.465 -3.366
C -1.765 -8.155 -3.741
C -2.510 -7.108 -3.214
C -3.528 -7.385 -2.307
C -3.816 -8.693 -1.933
C -3.068 -9.734 -2.467
N -4.300 -6.282 -1.729
O -4.032 -5.147 -2.095
O -5.164 -6.558 -0.913
H -1.455 -10.280 -3.776
H -0.965 -7.950 -4.443
H -2.285 -6.091 -3.513
H -4.611 -8.914 -1.231
H -3.283 -10.757 -2.180
*
```

Calculated values
Strongest force on any atom, hartree/bohr: 0.087
E_LUMO, eV: -1.434
Kohn-Sham gap, eV: 7.690

***

Record 7
This record from OMol25 describes a structure of composition C30H27Br3Cl3InN6O2SSi at a distorted geometry. The level of theory is ωB97M-V/def2-TZVPD.

Geometry as ORCA input:
```
! RIJCOSX wB97M-V def2-TZVPD def2/J DEFGRID3
* xyz 0 1
In 1.574 1.047 -1.184
O -0.290 0.864 4.158
C 1.073 0.933 4.238
C 1.602 1.186 5.501
C 2.969 1.250 5.688
C 3.829 1.059 4.613
C 3.301 0.815 3.358
C 1.927 0.748 3.152
C 1.413 0.497 1.745
O 2.177 1.109 0.812
N 1.372 -0.991 1.572
N 1.928 -1.550 0.523
C 2.021 -2.828 0.448
C 2.710 -3.490 -0.641
Br 4.062 -2.433 -1.489
C 2.557 -4.750 -1.061
C 1.518 -5.695 -0.651
C 0.255 -5.296 -0.206
C -0.707 -6.235 0.127
C -0.431 -7.590 0.021
C 0.809 -8.001 -0.448
C 1.768 -7.064 -0.787
H -0.572 0.790 3.241
H 0.909 1.327 6.321
H 3.367 1.460 6.672
H 4.900 1.107 4.753
H 3.945 0.681 2.498
H 0.354 0.835 1.686
H 1.206 -1.550 2.400
H 1.638 -3.468 1.246
H 3.256 -5.121 -1.801
H 0.013 -4.242 -0.167
H -1.683 -5.909 0.464
H -1.183 -8.320 0.291
H 1.024 -9.057 -0.552
H 2.735 -7.385 -1.156
S 1.640 3.543 -1.375
C -0.002 3.802 -0.863
N -0.318 5.050 -0.552
N -1.557 5.474 -0.385
C -2.775 4.984 -0.907
C -3.935 5.131 -0.158
C -5.156 4.730 -0.685
C -5.224 4.183 -1.954
C -4.060 4.038 -2.704
C -2.844 4.440 -2.191
N -0.961 2.866 -0.686
N -0.689 1.631 -0.674
C -1.776 0.802 -0.344
C -1.548 -0.570 -0.251
C -2.582 -1.431 0.069
C -3.860 -0.937 0.280
C -4.095 0.430 0.184
C -3.066 1.300 -0.117
H -1.603 6.330 0.141
H -3.885 5.549 0.841
H -6.058 4.846 -0.098
H -6.178 3.882 -2.365
H -4.107 3.615 -3.698
H -1.941 4.349 -2.780
H -0.553 -0.940 -0.447
H -2.396 -2.494 0.153
H -4.670 -1.614 0.516
H -5.091 0.820 0.346
H -3.247 2.363 -0.194
Br 3.145 2.939 -4.622
C 4.732 2.101 -3.943
Br 4.591 1.562 -2.071
H 5.533 2.826 -4.002
H 4.936 1.213 -4.527
Cl -0.513 1.179 -3.987
Si 0.851 -0.222 -3.355
Cl 2.137 -0.564 -4.891
Cl -0.219 -1.940 -3.090
*
```

Calculated values
Strongest force on any atom, hartree/bohr: 0.020
E_LUMO (spin up / spin down), eV: -1.306 / -1.275
Energy relative to the best compared isomer or geometry (same formula, charge and spin), kcal/mol: 30.86
Kohn-Sham gap (spin up / spin down), eV: 6.277 / 6.098